{
  "formula": "C22H34O7",
  "method": "the ωB97M-V functional and the def2-TZVPD basis",
  "max_force_ha_per_bohr": 0.0404,
  "total_charge": 0,
  "lumo_ev": 0.667,
  "multiplicity": 1,
  "smiles": "C#CC[C@H]1COC(=O)[C@H]1CCCCCCOC.O=C1CCCO1.O=C1CCCO1",
  "orbital_gap_ev": 9.497,
  "symbols": ["O", "O", "O", "O", "O", "O", "O", "C", "C", "C", "C", "C", "C", "C", "C", "C", "C", "C", "C", "C", "C", "C", "C", "C", "C", "C", "C", "C", "C", "H", "H", "H", "H", "H", "H", "H", "H", "H", "H", "H", "H", "H", "H", "H", "H", "H", "H", "H", "H", "H", "H", "H", "H", "H", "H", "H", "H", "H", "H", "H", "H", "H", "H"],
  "positions_angstrom": [[0.475, 0.660, -2.998], [-2.069, -0.982, 3.106], [4.401, -1.190, -3.535], [5.351, 0.347, -2.174], [-3.089, 0.856, 3.944], [-3.867, -0.616, -1.419], [-0.908, 2.195, -2.014], [-2.788, -0.469, 3.920], [-1.062, 2.021, 1.825], [-3.447, -1.175, 5.080], [0.148, 1.614, -2.018], [2.475, -0.665, -0.249], [1.330, -1.741, -0.341], [6.147, -2.754, -3.615], [-4.052, -0.242, -2.791], [6.403, -1.809, -2.458], [-3.874, 1.146, 5.110], [-2.383, 1.901, 0.942], [4.668, -2.560, -3.872], [5.365, -0.739, -2.686], [1.211, 2.192, 0.426], [2.335, 0.445, -1.368], [1.398, 1.712, -1.070], [0.199, 1.259, 1.246], [1.768, -0.009, -2.784], [-2.798, 0.421, 0.516], [-4.000, 0.547, -0.541], [-4.501, -0.175, 5.506], [0.222, -2.238, -0.401], [-3.186, -0.174, 1.421], [-4.627, 1.896, 4.867], [6.416, -3.790, -3.405], [6.216, -2.286, -1.493], [6.721, -2.428, -4.488], [-1.991, -0.152, -0.023], [-5.011, 0.533, -0.034], [3.337, 0.956, -1.483], [4.409, -2.737, -4.916], [-0.787, 3.126, 1.877], [0.879, 3.268, 0.417], [2.449, 0.457, -3.554], [-3.214, 1.544, 5.885], [2.031, 2.559, -1.502], [-5.416, -0.338, 4.930], [0.794, 0.891, 2.146], [-4.757, -0.230, 6.565], [3.458, -1.212, -0.408], [7.408, -1.392, -2.492], [2.495, -0.230, 0.798], [2.233, 2.141, 0.923], [-5.141, 0.064, -2.949], [-3.889, -2.119, 4.764], [-2.385, 2.556, 0.022], [-3.235, 2.294, 1.592], [-2.704, -1.340, 5.863], [-3.888, -1.166, -3.430], [-3.872, 1.451, -1.203], [-0.036, 0.342, 0.641], [4.049, -3.202, -3.240], [1.480, -1.083, -2.932], [-0.797, -2.679, -0.269], [-3.361, 0.592, -3.109], [-1.269, 1.712, 2.892]],
  "mulliken_charge": [-0.39, -0.54, -0.23, -0.59, -0.18, -0.36, -0.57, 0.60, -0.63, -0.61, 0.27, -0.41, -0.82, -0.50, -0.65, -0.41, -0.53, -0.82, -0.47, 0.47, -1.37, 0.17, 0.22, 0.29, -0.60, 0.62, -0.74, -0.49, 0.18, -0.18, 0.31, 0.32, 0.24, 0.28, -0.17, 0.25, 0.44, 0.31, 0.41, 0.53, 0.27, 0.28, 0.39, 0.28, 0.29, 0.33, 0.20, 0.31, 0.33, 0.28, 0.28, 0.30, 0.48, 0.36, 0.29, 0.22, 0.41, -0.35, 0.28, 0.30, 0.40, 0.28, 0.14]
}


{
  "formula": "H12O6",
  "method": "the ωB97M-V functional and the def2-TZVPD basis",
  "max_force_ha_per_bohr": 0.0393,
  "total_charge": 0,
  "lumo_ev": 0.353,
  "de_lowest_ev": 1.4696,
  "multiplicity": 1,
  "smiles": "O.O.O.O.O.O",
  "orbital_gap_ev": 11.363,
  "symbols": ["O", "O", "O", "O", "O", "O", "H", "H", "H", "H", "H", "H", "H", "H", "H", "H", "H", "H"],
  "positions_angstrom": [[0.852, 2.675, -0.593], [-1.480, 0.515, -1.316], [1.292, -1.532, -0.793], [-3.422, -1.765, 0.352], [-0.418, -1.210, 1.563], [3.367, 1.088, 0.118], [1.631, -2.261, -1.348], [3.371, 1.232, 1.084], [0.370, -0.946, 1.107], [1.134, 3.247, 0.121], [2.597, 1.625, -0.153], [-2.783, -1.702, 1.037], [-2.260, 0.488, -0.776], [2.182, -1.145, -0.651], [-1.536, -0.218, -1.934], [-0.083, 2.605, -0.370], [-4.129, -2.352, 0.629], [-0.686, -0.343, 1.923]],
  "mulliken_charge": [-0.64, -0.56, -0.62, -0.61, -0.58, -0.65, 0.29, 0.30, 0.29, 0.32, 0.36, 0.32, 0.29, 0.32, 0.27, 0.29, 0.30, 0.30]
}


{
  "formula": "CH2O3S",
  "method": "the ωB97M-V functional and the def2-TZVPD basis",
  "max_force_ha_per_bohr": 0.0866,
  "total_charge": 0,
  "lumo_ev": [-1.763, -1.760],
  "de_lowest_ev": 4.7616,
  "multiplicity": 1,
  "orbital_gap_ev": [7.890, 7.891],
  "symbols": ["S", "O", "O", "O", "C", "H", "H"],
  "positions_angstrom": [[1.221, 0.404, 0.350], [-1.034, -0.984, -0.473], [1.848, 1.431, -0.407], [1.970, -0.852, 0.386], [-0.597, 0.227, -0.397], [-1.718, 1.182, 0.523], [-1.690, -1.408, 0.018]],
  "mulliken_charge": [0.73, -0.29, -0.45, -0.47, -0.04, 0.16, 0.36]
}


{
  "formula": "C2H4F2O",
  "method": "the ωB97M-V functional and the def2-TZVPD basis",
  "max_force_ha_per_bohr": 0.1090,
  "total_charge": 0,
  "lumo_ev": 0.869,
  "de_lowest_ev": 3.1692,
  "multiplicity": 1,
  "orbital_gap_ev": 9.736,
  "symbols": ["F", "F", "O", "C", "C", "H", "H", "H", "H"],
  "positions_angstrom": [[1.237, -1.105, 0.639], [-1.072, 0.436, -1.480], [1.406, 1.066, 0.026], [0.681, 0.130, 0.635], [-1.244, -0.328, -0.336], [0.484, 0.437, 1.570], [1.706, 0.738, -0.956], [-1.245, -1.400, -0.422], [-1.952, 0.025, 0.323]],
  "mulliken_charge": [-0.27, -0.27, -0.47, 0.10, -0.35, 0.31, 0.37, 0.29, 0.30]
}


Question: Number 3 is which compound?
Answer: CH2O3S


What did the second record say?
{
  "formula": "H12O6",
  "method": "the ωB97M-V functional and the def2-TZVPD basis",
  "max_force_ha_per_bohr": 0.0393,
  "total_charge": 0,
  "lumo_ev": 0.353,
  "de_lowest_ev": 1.4696,
  "multiplicity": 1,
  "smiles": "O.O.O.O.O.O",
  "orbital_gap_ev": 11.363,
  "symbols": ["O", "O", "O", "O", "O", "O", "H", "H", "H", "H", "H", "H", "H", "H", "H", "H", "H", "H"],
  "positions_angstrom": [[0.852, 2.675, -0.593], [-1.480, 0.515, -1.316], [1.292, -1.532, -0.793], [-3.422, -1.765, 0.352], [-0.418, -1.210, 1.563], [3.367, 1.088, 0.118], [1.631, -2.261, -1.348], [3.371, 1.232, 1.084], [0.370, -0.946, 1.107], [1.134, 3.247, 0.121], [2.597, 1.625, -0.153], [-2.783, -1.702, 1.037], [-2.260, 0.488, -0.776], [2.182, -1.145, -0.651], [-1.536, -0.218, -1.934], [-0.083, 2.605, -0.370], [-4.129, -2.352, 0.629], [-0.686, -0.343, 1.923]],
  "mulliken_charge": [-0.64, -0.56, -0.62, -0.61, -0.58, -0.65, 0.29, 0.30, 0.29, 0.32, 0.36, 0.32, 0.29, 0.32, 0.27, 0.29, 0.30, 0.30]
}